Here is C5H6ClIN2 as an isolated structure in a non-equilibrium geometry from OMol25. Energies are from ωB97M-V with the def2-TZVPD basis set.

The calculation puts the energy above the lowest of the compared OMol25 structures with the same formula, charge and spin at 74.0 kcal per mole. The calculation puts the total energy at -1061.342157 Eh. As for the strongest force on any atom: 4.37 eV/Å. As for the HOMO-LUMO gap (spin up / spin down): 7.3 / 7.3 eV.

Geometry as XYZ:
```
15
Properties=species:S:1:pos:R:3:forces:R:3
C 0.92878 -0.69784 -1.32739 -3.3 2.6 1.2
C -0.33039 -0.10692 -1.40614 2.2 -0.9 -0.2
C 1.61585 -1.06540 -0.15770 0.2 -1.5 3.4
C 0.03890 -0.45266 1.55021 -2.6 1.9 -1.6
C -0.92551 0.40507 -0.18195 -1.1 0.5 3.0
N 1.03720 -1.14386 1.01443 2.4 -0.8 -0.2
N -1.07676 1.86673 0.02371 0.7 0.5 0.8
Cl 0.53003 2.62608 -0.00541 -0.1 -0.2 -0.1
I -3.00261 -0.21129 0.06527 0.1 0.0 -0.3
H 1.32787 -1.21129 -2.09320 1.1 -1.1 -3.3
H -0.85516 -0.13614 -2.38925 0.1 -0.1 1.0
H 2.58447 -1.68341 -0.21656 -1.5 1.1 -0.2
H 0.28530 0.58252 1.92523 -0.1 -1.1 -0.5
H -0.74415 -0.99524 2.21666 1.5 0.8 -1.3
H -1.41381 2.22367 0.98208 0.4 -1.6 -1.7
```
Positions in Å, forces in eV/Å.

Need the Löwdin charges? In units of e they are: C -0.08; C -0.16; C -0.14; C -0.11; C -0.85; N -0.01; N -0.51; Cl 0.53; I 0.77; H 0.06; H 0.11; H 0.14; H 0.09; H 0.10; H 0.07



Here is C5H9N3 as an isolated structure in a non-equilibrium geometry from OMol25. Energies are from ωB97M-V with the def2-TZVPD basis set.

The calculation puts the energy above the lowest of the compared OMol25 structures with the same formula, charge and spin at 190.3 kcal per mole. The calculation puts the total energy at -359.893948 Eh. As for the strongest force on any atom: 17.60 eV/Å. As for the HOMO-LUMO gap: 7.4 eV.

Geometry as XYZ:
```
17
Properties=species:S:1:pos:R:3:forces:R:3
C -0.08249 -0.80318 -1.90423 3.0 -4.5 -2.8
C 0.38235 -0.23373 -0.60073 -9.3 5.4 -13.9
C -0.10688 1.34925 0.70664 -4.6 2.7 3.4
C -0.90867 1.97947 1.72337 -1.3 -0.8 -1.7
C 0.94025 0.56227 1.24028 4.9 0.9 1.9
H -1.72579 -1.41517 -0.79260 2.2 -3.1 -3.4
H -0.30711 -2.99572 -1.40325 -3.4 4.1 -0.8
H -0.44260 0.03429 -2.48026 -0.6 -0.2 0.1
H 0.80668 -1.26089 -2.60694 -1.7 1.0 1.8
H -1.93546 2.44401 1.49865 1.9 -0.4 -0.3
H -0.92086 1.81026 2.88184 1.1 0.1 -2.5
H 1.98553 1.10078 1.10492 -1.7 -0.6 1.0
H 0.68600 0.28641 2.25189 0.8 -0.3 0.3
H 1.97557 -1.35649 0.49863 -4.3 3.4 -1.2
N -1.08777 -1.97710 -1.79503 1.6 0.7 4.8
N -0.29631 0.98567 -0.64002 0.9 -0.7 2.7
N 1.03755 -0.51013 0.31684 10.6 -7.8 10.8
```
Positions in Å, forces in eV/Å.

Need the Löwdin charges? In units of e they are: C -0.30; C -0.51; C -0.39; C 0.01; C -0.20; H 0.18; H 0.17; H 0.08; H 0.14; H 0.05; H 0.07; H 0.17; H 0.12; H 0.32; N -0.10; N 0.12; N 0.07



Here is C43H56BiN5O5P2S2 as an isolated structure in a non-equilibrium geometry from OMol25. Energies are from ωB97M-V with the def2-TZVPD basis set.

As for the charge: -2. The calculation puts the total energy at -4015.674632 Eh. As for the strongest force on any atom: 3.29 eV/Å. As for the HOMO-LUMO gap: 3.7 eV.

Geometry as XYZ:
```
114
Properties=species:S:1:pos:R:3:forces:R:3
Bi -2.52983 1.11086 -0.14950 -0.3 1.2 1.0
C 3.44944 -0.33736 -0.28223 1.5 0.0 0.4
P 2.66904 -2.02437 0.17219 -0.3 1.1 0.3
C 2.88915 -2.91673 -1.43644 2.2 1.2 -0.3
N 3.79189 -2.45096 -2.30963 -1.2 -1.2 -1.0
C 3.91300 -3.17697 -3.50362 -0.1 -1.5 1.7
C 4.99061 -2.93068 -4.38170 1.1 0.7 0.1
C 5.40218 -3.85966 -5.31594 -0.8 0.4 0.2
C 4.64369 -5.01433 -5.53986 -1.9 -0.9 0.8
C 3.55595 -5.31767 -4.71277 0.3 -0.4 -0.7
C 3.23881 -4.45854 -3.61191 0.5 0.2 -0.9
N 2.37618 -4.92107 -2.67063 0.0 1.4 0.5
C 2.17973 -4.11601 -1.63075 -0.8 -2.1 -0.7
P 1.04167 -4.69942 -0.28320 0.4 0.9 0.9
C 1.00909 -6.49171 -0.55996 -0.5 -0.2 -0.4
C -0.59885 -4.08650 -0.83920 -0.8 -0.6 0.1
C -0.57939 -2.60304 -1.19913 1.8 0.6 -0.8
C -1.47203 -4.27521 0.43025 -0.9 -0.1 1.0
C -1.21436 -4.89198 -2.03325 -1.2 1.3 1.8
C 3.90188 -2.82592 1.44327 -0.4 1.4 -0.2
C 5.31995 -2.65397 0.89634 1.0 -1.6 1.4
C 3.68943 -2.01578 2.74627 1.3 -0.6 1.0
C 3.54460 -4.25444 1.80100 0.5 -2.0 0.1
H 2.72739 0.48716 -0.37697 -0.2 -0.6 0.2
H 4.03917 -0.34673 -1.23628 -0.5 -0.3 0.9
H 4.17775 -0.02180 0.53250 -0.9 -0.4 -0.8
H 5.62475 -2.03407 -4.19832 -0.7 -0.7 -0.1
H 6.28094 -3.69729 -5.89601 0.5 0.3 -0.3
H 4.78625 -5.74052 -6.34053 0.6 0.4 0.1
H 2.98167 -6.28023 -4.93484 0.7 1.6 0.7
H 0.03774 -6.95055 -0.37733 -0.1 0.3 0.1
H 1.72321 -7.04449 0.02413 0.5 0.1 0.4
H 1.23186 -6.60792 -1.59627 0.2 -0.5 -0.9
H -0.07209 -1.98619 -0.42067 -0.5 -0.5 -0.4
H -1.60733 -2.23259 -1.29483 0.2 -0.1 -0.4
H 0.07676 -2.45059 -2.15625 -1.5 -0.1 1.4
H -1.10317 -3.67710 1.32113 -0.1 -0.7 -1.1
H -1.50875 -5.38016 0.73834 -0.1 1.5 -0.4
H -2.52876 -3.88310 0.27667 1.1 -0.7 -0.1
H -0.70411 -4.65524 -2.93192 0.5 0.2 -1.0
H -2.25142 -4.42449 -2.05297 0.9 -1.2 -0.4
H -1.17677 -5.97519 -1.87150 -0.5 0.3 0.0
H 5.65389 -1.60051 0.89423 -0.2 -0.6 -0.4
H 5.37444 -3.17344 -0.07444 0.3 0.6 0.1
H 6.04375 -3.23584 1.59260 -0.9 0.9 -0.9
H 4.12403 -1.02680 2.74226 0.0 0.5 -0.4
H 4.23529 -2.51154 3.62643 -0.8 0.3 -1.2
H 2.64870 -1.91713 3.00523 -0.4 -0.1 0.1
H 4.01931 -5.03213 1.13760 -0.7 0.8 0.0
H 2.46127 -4.50214 1.90835 1.0 0.6 -0.2
H 4.04167 -4.51874 2.75580 -0.2 0.4 -0.1
O -6.55561 2.68565 0.08105 0.4 -0.2 0.0
S -5.35522 3.40596 -0.34838 1.4 -0.3 -0.1
N -3.95162 2.87497 -0.40570 -1.4 0.1 0.0
O -4.70342 -2.39659 -0.35570 0.4 -0.6 0.1
C -4.63649 -1.30528 0.20014 -1.2 1.2 -0.7
O -4.47098 -0.17383 -0.43454 0.4 -0.7 0.4
C -4.87876 -1.14976 1.67143 -0.4 -1.1 0.3
C -4.88289 -2.25226 2.50834 0.3 0.3 0.5
C -4.69109 -2.17767 3.92223 -0.3 -0.4 -0.5
C -4.72277 -0.93964 4.49097 -0.3 0.8 0.3
C -5.06706 0.16578 3.65718 -2.8 -0.1 1.2
C -5.06514 0.14091 2.25179 0.5 0.2 0.9
N -5.85665 1.21246 4.29668 3.1 -0.4 0.9
O -6.23029 2.20969 3.68407 -0.4 -0.7 0.3
O -5.88559 1.09212 5.54749 -1.2 0.9 -0.6
H -5.03028 -3.24309 2.13190 0.4 -0.3 -0.8
H -4.65162 -3.10800 4.52075 0.2 0.7 -0.4
H -4.59017 -0.77255 5.57041 -0.3 -0.1 -0.7
H -5.60219 0.97887 1.78382 0.6 -0.5 -0.3
C -2.32396 6.27748 -3.63629 -1.2 1.1 0.3
C -1.75450 4.96271 -3.23453 0.5 -2.0 -1.2
C -1.44965 3.92221 -4.17802 0.2 0.9 1.2
C -0.73043 2.81576 -3.76297 0.9 -1.0 2.2
C -0.32075 1.68338 -4.69547 1.0 2.3 -1.2
C -0.35090 2.70520 -2.38768 -1.2 -0.3 -0.4
C -0.93154 3.55384 -1.38475 1.0 -1.5 -0.2
C -1.55782 4.71531 -1.88889 0.0 -0.2 0.7
N -0.85965 3.01510 -0.08873 -0.1 0.4 -0.7
C -0.39261 3.77790 1.08293 -0.6 -1.2 0.1
C 0.30517 2.73380 1.99838 0.5 -0.3 -1.2
C 0.81658 3.37587 3.23735 2.0 1.3 -0.3
C 1.87496 4.41175 2.78312 0.3 0.7 0.8
C 1.24056 5.51330 1.96069 -2.1 -0.1 -1.9
C 0.05985 6.22834 2.65074 0.0 -1.1 1.7
C -0.95739 5.13527 3.12734 -0.4 0.5 0.3
C -0.25570 4.07557 3.99210 -0.9 0.6 1.8
C -1.52415 4.36120 1.93690 0.2 0.9 -0.7
C 0.56924 4.89606 0.70368 1.2 -0.9 -0.3
H -1.96811 6.94767 -2.82988 -0.7 0.1 -0.5
H -3.45871 6.26447 -3.67263 1.2 0.1 0.2
H -2.00584 6.75445 -4.58246 0.2 -0.7 0.3
H -1.77818 3.97306 -5.19546 0.0 0.3 -0.6
H 0.38537 0.94992 -4.33769 0.1 0.0 0.6
H 0.19517 2.22269 -5.54846 -0.5 -0.9 0.5
H -1.17224 1.18202 -5.08099 -0.9 -0.5 -0.4
H 0.16257 1.79077 -1.99661 -0.3 0.9 -0.6
H -2.04192 5.35618 -1.16828 0.1 0.4 0.1
H 1.15927 2.23007 1.43194 -1.1 0.4 0.6
H -0.44861 2.03042 2.33117 -0.1 -0.6 -0.5
H 1.28398 2.64297 3.87629 0.3 -0.4 0.3
H 2.74451 3.93566 2.31389 -0.3 0.0 -0.4
H 2.28972 4.99201 3.59524 0.3 -0.3 1.0
H 1.89944 6.28569 1.58955 0.8 0.1 0.2
H -0.42064 6.88893 1.96417 -0.4 0.4 -0.8
H 0.37125 6.88480 3.48063 0.1 -0.4 0.1
H -1.81801 5.54790 3.73561 0.9 -0.1 -0.7
H -0.99836 3.29411 4.30670 0.4 0.8 -0.1
H 0.15775 4.58416 4.92993 -0.4 -0.7 -1.0
H -2.10656 4.93891 1.21118 -0.3 0.3 0.5
H -2.14517 3.60295 2.36860 -0.5 -0.7 -0.3
H 1.35012 4.40264 0.08060 -0.3 0.4 0.1
H 0.06996 5.64715 0.08792 0.0 0.0 0.1
S -2.88541 0.87349 2.29347 1.2 0.5 -1.5
```
Positions in Å, forces in eV/Å.

Atomic partial charges in e from the Löwdin method, atoms 1 to 99: Bi 1.36; C -0.26; P 1.04; C -0.43; N 0.12; C -0.18; C -0.03; C -0.10; C -0.10; C -0.02; C -0.22; N 0.12; C -0.40; P 0.99; C -0.28; C -0.75; C -0.12; C -0.13; C -0.08; C -0.73; C -0.12; C -0.13; C -0.17; H 0.02; H 0.03; H 0.03; H 0.12; H 0.09; H 0.09; H 0.13; H 0.04; H 0.03; H 0.00; H 0.04; H 0.08; H 0.11; H 0.09; H 0.08; H 0.09; H 0.05; H 0.11; H 0.06; H 0.07; H 0.07; H 0.10; H 0.06; H 0.10; H 0.07; H 0.09; H 0.04; H 0.07; O -0.58; S 0.67; N -0.58; O -0.01; C -0.66; O -0.33; C -0.21; C -0.03; C -0.10; C -0.06; C -0.31; C -0.24; N -0.36; O 0.02; O -0.06; H 0.10; H 0.09; H 0.11; H 0.10; C -0.09; C -0.29; C -0.05; C -0.29; C -0.07; C -0.04; C -0.38; C -0.04; N -0.12; C -0.49; C -0.13; C -0.33; C -0.13; C -0.29; C -0.12; C -0.27; C -0.15; C -0.12; C -0.10; H 0.07; H 0.09; H 0.07; H 0.09; H 0.06; H 0.08; H 0.05; H 0.09; H 0.10; H 0.14